{"formula": "C2H4N4O2", "method": "ωB97M-V/def2-TZVPD", "homo_ev": -8.24, "spin_multiplicity": 1, "smiles": "O/N=c1\\ncn(O)[nH]1", "e_lumo_ev": -0.319, "de_lowest_kcal_mol": 142.0, "symbols": ["O", "N", "C", "N", "C", "N", "O", "N", "H", "H", "H", "H"], "coordinates": [[-1.4719, 2.5329, 0.9501], [-1.1674, 1.7773, -0.1698], [-0.6153, 0.5542, 0.0836], [-0.0623, -0.0109, 1.2119], [0.4122, -1.0885, 0.9011], [0.3074, -1.3616, -0.6299], [1.6930, -0.7755, -1.0526], [-0.4258, -0.3083, -0.8855], [-0.8520, 2.1614, 1.6802], [0.8312, -2.0138, 1.4712], [2.1441, -1.4502, -1.5004], [-0.7931, -0.0169, -2.0598]], "atomic_forces_ev_per_a": [[1.99, -1.10, 1.82], [1.31, -4.05, 0.83], [-1.69, 5.85, -0.40], [-1.09, 2.40, 3.04], [1.73, -5.31, -1.71], [2.30, 0.40, 1.48], [-0.67, 0.76, 1.47], [-4.37, 0.93, -8.73], [-1.58, 1.05, -1.25], [-0.56, 2.36, -0.74], [0.93, -1.85, -1.01], [1.71, -1.44, 5.21]], "nbo_charge": [-0.53, -0.16, 0.40, -0.47, 0.29, -0.03, -0.66, -0.43, 0.46, 0.23, 0.46, 0.44]}


{"formula": "C10H21BCl3N", "method": "ωB97M-V/def2-TZVPD", "homo_ev": -9.80, "spin_multiplicity": 1, "smiles": "[H]/N=C/CBCCCCCCC.ClC(Cl)Cl", "e_lumo_ev": 0.564, "symbols": ["H", "N", "C", "C", "B", "C", "C", "C", "C", "C", "C", "C", "H", "H", "H", "H", "H", "H", "H", "H", "H", "H", "H", "H", "H", "H", "H", "H", "H", "H", "H", "Cl", "C", "Cl", "Cl", "H"], "coordinates": [[1.6065, 2.9095, -0.5279], [1.6525, 1.9476, -0.8857], [2.3394, 1.9907, -1.9838], [2.6269, 0.6881, -2.8317], [2.0696, -0.6436, -2.0966], [0.5206, -1.0932, -2.0847], [0.1367, -1.5191, -0.5975], [-0.3742, -0.2972, 0.3020], [-1.4102, -0.8994, 1.3361], [-1.4516, -0.1793, 2.7380], [-0.0588, -0.0245, 3.4651], [0.9005, -1.2827, 3.3972], [2.7687, 2.9624, -2.3624], [2.1808, 0.8700, -3.8520], [3.7511, 0.5901, -2.9129], [2.8414, -1.3618, -1.5510], [0.4638, -2.0308, -2.7295], [-0.1753, -0.3444, -2.5430], [-0.7061, -2.2677, -0.6455], [1.0409, -2.0035, -0.1405], [-0.8908, 0.4555, -0.3641], [0.4739, 0.1976, 0.8468], [-2.4392, -0.9306, 0.8615], [-1.1422, -1.9826, 1.5192], [-1.8240, 0.8773, 2.5432], [-2.2568, -0.6405, 3.3865], [0.4997, 0.9077, 3.1525], [-0.2907, 0.1437, 4.5624], [0.9416, -1.8158, 4.3851], [0.6528, -2.0348, 2.6071], [1.9442, -0.8962, 3.1933], [-2.2821, 1.2775, -3.4336], [-3.3530, 1.6236, -2.0699], [-4.2709, 0.1816, -1.6179], [-2.4309, 2.2319, -0.6894], [-4.0550, 2.3928, -2.3764]], "atomic_forces_ev_per_a": [[-0.13, -0.33, 0.13], [1.22, 0.46, -1.78], [-0.35, -0.85, 0.42], [0.27, 0.78, 0.72], [-1.38, 0.72, -0.66], [0.80, -0.38, 0.17], [-0.51, 0.73, -0.44], [-0.31, -1.07, -0.08], [0.16, -0.29, 0.33], [-0.43, 1.05, -0.81], [-0.27, -0.40, 0.87], [0.63, 0.49, 0.17], [-0.35, -0.96, 0.17], [0.49, -0.27, 0.88], [-1.11, 0.36, -0.23], [0.18, -0.08, 0.13], [0.10, 0.93, 0.61], [0.50, -0.64, 0.60], [0.90, 0.66, 0.10], [-0.96, 0.29, -0.22], [0.94, -0.97, 0.93], [-0.78, -0.41, -0.70], [1.04, 0.16, 0.61], [-0.26, 1.05, -0.22], [0.32, -1.07, 0.29], [1.12, 0.25, -0.57], [-0.75, -1.10, 0.00], [0.25, -0.05, -1.19], [-0.12, 0.43, -0.95], [0.12, 0.78, 0.63], [-1.04, -0.64, 0.18], [-0.11, 0.09, 0.03], [0.03, -0.03, 0.07], [0.04, 0.10, -0.03], [-0.36, 0.32, -0.18], [0.08, -0.11, 0.03]], "nbo_charge": [0.34, -0.64, 0.17, -0.84, 0.73, -0.79, -0.38, -0.43, -0.41, -0.40, -0.41, -0.63, 0.16, 0.24, 0.24, -0.10, 0.24, 0.22, 0.20, 0.21, 0.21, 0.22, 0.21, 0.19, 0.20, 0.20, 0.20, 0.21, 0.21, 0.21, 0.21, 0.02, -0.28, 0.02, 0.03, 0.23]}


Number 1: frontier orbital gap 7.9244 eV, calculated total energy -12187.3315 eV. Number 2: frontier orbital gap 10.3688 eV, calculated total energy -50442.4010 eV.